C2H6 in the gas phase in a non-equilibrium geometry, computed with wB97M-V/def2-TZVPD.

Values from the calculation:
**LUMO energy**: 1.26 eV
**ΔE to the lowest compared entry with this formula, charge and spin**: 18.59 kcal/mol
**HOMO**: -0.416 Ha
**SMILES**: CC
**M**: 30.07 u
**Charge**: 0

Atoms and positions in Å:
1 C -0.44 0.02 0.67
2 C 0.41 -0.02 -0.60
3 H -1.42 -0.59 0.32
4 H 0.10 -0.27 1.56
5 H -0.64 1.14 0.94
6 H 1.56 0.29 -0.53
7 H -0.04 0.56 -1.38
8 H 0.47 -1.14 -0.97

Calculated atomic charges, method natural (NBO), unit e: C -0.62; C -0.61; H 0.22; H 0.21; H 0.20; H 0.20; H 0.20; H 0.20

A gas-phase ion, C3H6NS3 (charge +1) in a non-equilibrium geometry, computed with wB97M-V/def2-TZVPD.

Values from the calculation:
**LUMO energy**: -5.31 eV
**ΔE to the lowest compared entry with this formula, charge and spin**: 0.00 kcal/mol
**HOMO**: -0.470 Ha
**M**: 152.29 u
**Charge**: +1

Atoms and positions in Å:
1 C -1.90 -0.11 0.37
2 C -0.86 -0.54 1.09
3 C 1.76 0.15 0.14
4 N -1.98 0.01 -0.90
5 S 0.59 -1.18 0.23
6 S 3.32 -0.26 -0.37
7 S 1.28 1.77 0.47
8 H -2.79 0.37 0.80
9 H -0.80 -0.93 2.07
10 H -1.22 -0.25 -1.57
11 H -2.83 0.20 -1.45
12 H 3.02 -1.61 -0.70
13 H 2.39 2.36 -0.18

Calculated atomic charges, method natural (NBO), unit e: C 0.11; C -0.59; C -0.48; N -0.74; S 0.43; S 0.29; S 0.29; H 0.24; H 0.26; H 0.40; H 0.43; H 0.18; H 0.18

A molecular structure, C28H45GeN4O2RbSi3, computed with wB97M-V/def2-TZVPD.

Values from the calculation:
**LUMO energy (spin up / spin down)**: 2.11 / 1.93 eV
**ΔE to the lowest compared entry with this formula, charge and spin**: 0.00 kcal/mol
**HOMO (spin up / spin down)**: -0.151 / -0.167 Ha
**Multiplicity**: 2
**M**: 712.03 u
**Charge**: -1

Atoms and positions in Å:
1 Rb -1.14 2.02 0.50
2 O 0.24 1.36 -1.70
3 C 1.36 1.99 -1.96
4 C 1.73 2.33 -3.27
5 C 2.89 3.05 -3.53
6 C 3.73 3.44 -2.49
7 C 3.40 3.09 -1.19
8 C 2.24 2.37 -0.91
9 C 1.95 1.93 0.47
10 N 2.25 2.61 1.49
11 N 2.11 1.98 2.72
12 C 0.96 2.14 3.32
13 O -0.10 2.70 2.88
14 C 0.90 1.53 4.70
15 C -0.31 1.48 5.37
16 C -0.42 0.89 6.62
17 C 0.70 0.34 7.23
18 C 1.93 0.40 6.57
19 C 2.03 0.99 5.32
20 H 1.09 2.02 -4.09
21 H 3.14 3.30 -4.56
22 H 4.63 4.00 -2.70
23 H 4.04 3.36 -0.36
24 H 1.51 0.93 0.58
25 H -1.18 1.93 4.89
26 H -1.38 0.86 7.13
27 H 0.63 -0.12 8.20
28 H 2.81 -0.02 7.04
29 H 2.97 1.03 4.79
30 C -1.82 1.98 -5.08
31 C -2.67 2.04 -3.86
32 C -4.04 2.22 -3.72
33 C -4.27 2.16 -2.33
34 N -3.13 1.98 -1.67
35 N -2.17 1.90 -2.62
36 C -5.57 2.25 -1.59
37 H -2.44 2.04 -5.97
38 H -1.25 1.04 -5.12
39 H -1.10 2.80 -5.10
40 H -4.76 2.37 -4.50
41 H -1.17 1.71 -2.34
42 H -6.23 2.99 -2.03
43 H -5.39 2.51 -0.55
44 H -6.09 1.29 -1.61
45 C -3.13 -1.54 -1.19
46 Si -1.43 -2.13 -1.73
47 C -1.51 -4.01 -1.90
48 C -1.02 -1.42 -3.42
49 Ge 0.19 -1.50 -0.13
50 Si 2.44 -1.96 -0.75
51 C 3.68 -1.01 0.28
52 C 2.68 -1.53 -2.56
53 C 2.77 -3.81 -0.52
54 Si -0.42 -1.85 2.13
55 C -1.20 -3.56 2.29
56 C -1.71 -0.60 2.69
57 C 1.10 -1.73 3.22
58 H -3.89 -1.90 -1.90
59 H -3.19 -0.45 -1.17
60 H -3.39 -1.93 -0.20
61 H -2.27 -4.30 -2.64
62 H -1.77 -4.48 -0.95
63 H -0.55 -4.42 -2.22
64 H -1.90 -1.41 -4.07
65 H -0.24 -2.02 -3.91
66 H -0.63 -0.40 -3.33
67 H 3.70 0.04 -0.01
68 H 4.69 -1.42 0.13
69 H 3.45 -1.05 1.35
70 H 2.44 -0.48 -2.74
71 H 2.04 -2.14 -3.20
72 H 3.72 -1.69 -2.87
73 H 2.67 -4.09 0.53
74 H 3.79 -4.05 -0.85
75 H 2.07 -4.41 -1.10
76 H -2.10 -3.63 1.68
77 H -1.48 -3.76 3.33
78 H -0.51 -4.34 1.97
79 H -2.50 -0.48 1.94
80 H -1.27 0.38 2.91
81 H -2.18 -0.96 3.61
82 H 1.79 -2.54 3.00
83 H 0.82 -1.80 4.28
84 H 1.61 -0.78 3.07

Calculated atomic charges, method Mulliken, unit e: Rb 1.01; O -0.94; C -0.34; C -0.28; C -0.81; C -0.67; C -0.70; C 0.34; C -0.57; N -0.74; N -0.27; C 0.02; O -0.80; C 0.38; C -0.30; C -0.68; C -0.36; C -0.66; C 0.01; H 0.43; H 0.41; H 0.37; H 0.41; H 1.02; H 0.42; H 0.37; H 0.39; H 0.36; H 0.43; C -1.11; C 0.81; C -1.19; C 0.56; N -0.71; N 1.10; C -1.36; H 0.34; H 0.23; H 0.25; H 0.41; H 0.11; H 0.37; H 0.27; H 0.23; C -0.69; Si 0.53; C -1.17; C -0.50; Ge 0.13; Si 0.21; C -0.87; C -0.87; C -1.08; Si 0.46; C -1.13; C -0.53; C -0.58; H 0.38; H -0.07; H 0.29; H 0.35; H 0.25; H 0.28; H 0.44; H 0.48; H -0.32; H 0.20; H 0.47; H 0.20; H 0.09; H 0.21; H 0.41; H 0.27; H 0.38; H 0.27; H 0.24; H 0.36; H 0.31; H 0.37; H -0.25; H 0.36; H 0.40; H 0.31; H -0.16

Q: The lowest charge belongs to which entry?
A: C28H45GeN4O2RbSi3

Copy entry 2 word for word.
A gas-phase ion, C3H6NS3 (charge +1) in a non-equilibrium geometry, computed with wB97M-V/def2-TZVPD.

Values from the calculation:
**LUMO energy**: -5.31 eV
**ΔE to the lowest compared entry with this formula, charge and spin**: 0.00 kcal/mol
**HOMO**: -0.470 Ha
**M**: 152.29 u
**Charge**: +1

Atoms and positions in Å:
1 C -1.90 -0.11 0.37
2 C -0.86 -0.54 1.09
3 C 1.76 0.15 0.14
4 N -1.98 0.01 -0.90
5 S 0.59 -1.18 0.23
6 S 3.32 -0.26 -0.37
7 S 1.28 1.77 0.47
8 H -2.79 0.37 0.80
9 H -0.80 -0.93 2.07
10 H -1.22 -0.25 -1.57
11 H -2.83 0.20 -1.45
12 H 3.02 -1.61 -0.70
13 H 2.39 2.36 -0.18

Calculated atomic charges, method natural (NBO), unit e: C 0.11; C -0.59; C -0.48; N -0.74; S 0.43; S 0.29; S 0.29; H 0.24; H 0.26; H 0.40; H 0.43; H 0.18; H 0.18